No. 1
Molecular formula: C6H13N2
Method: DFT, wB97M-V/def2-TZVPD

XYZ file:
```
21
Properties=species:S:1:pos:R:3:lowdin_charge:R:1
C 0.634 0.734 -2.171 -0.016
C 0.611 0.127 -0.762 -0.329
C 1.907 -0.141 -0.135 -0.080
C -0.563 -0.036 -0.184 -0.096
C -1.927 0.360 -0.715 -0.033
C -0.495 -0.499 1.503 -0.260
N -1.362 -0.065 2.356 0.225
N 0.389 -1.435 1.726 0.172
H 1.473 1.518 -2.244 0.122
H -0.271 1.237 -2.331 0.039
H 0.875 -0.044 -2.954 0.120
H 2.500 0.791 -0.285 0.104
H 2.441 -0.878 -0.872 0.143
H 2.214 -0.463 0.850 0.068
H -2.299 1.259 -0.268 0.085
H -1.860 0.571 -1.758 0.068
H -2.654 -0.372 -0.621 0.067
H -1.771 0.829 2.035 0.150
H -1.281 -0.017 3.339 0.130
H 0.681 -1.916 0.827 0.170
H 0.758 -1.560 2.664 0.153
```

The HOMO-LUMO gap comes out at 10.251 eV. The calculation puts the energy above the lowest of the compared OMol25 structures with the same formula, charge and spin at 155.9 kJ/mol. As for the net charge: +1. Its SMILES is CC(C)=C(C)C(N)=[NH2+]. For the HOMO energy, the calculation gives -0.498 Eh. Its total energy is -9405.25227 eV.


No. 2
Molecular formula: C5H9Cl2
Method: DFT, wB97M-V/def2-TZVPD

XYZ file:
```
16
Properties=species:S:1:pos:R:3:lowdin_spin:R:1
Cl 0.690 2.945 0.008 0.055
H -1.358 1.181 -4.093 0.000
C -0.297 1.063 -3.835 0.076
C -0.155 0.926 -2.379 0.617
C 1.140 0.287 -2.008 0.058
C 0.868 -0.964 -2.798 0.040
C 0.359 -0.331 -4.159 0.042
Cl -0.366 -1.947 -1.928 0.012
H 0.295 1.932 -4.281 0.023
H 0.208 2.414 -1.036 0.028
H -1.049 0.750 -1.772 0.027
H 1.988 0.838 -2.443 0.010
H 1.352 0.135 -0.923 0.000
H 1.765 -1.579 -2.925 0.006
H -0.385 -0.950 -4.629 0.002
H 1.227 -0.160 -4.807 0.004
```

The HOMO-LUMO gap (spin up / spin down) comes out at 9.031 / 10.643 eV. The calculation puts the energy above the lowest of the compared OMol25 structures with the same formula, charge and spin at 54.3 kJ/mol. For the HOMO energy (spin up / spin down), the calculation gives -0.298 / -0.399 Eh. Its spin multiplicity is 2. Its total energy is -30373.90255 eV.


No. 3
Molecular formula: C4H8O3
Method: DFT, wB97M-V/def2-TZVPD

XYZ file:
```
15
Properties=species:S:1:pos:R:3:lowdin_charge:R:1
O 0.783 -0.340 2.879 0.099
C 0.057 -0.589 1.955 -0.543
O -1.260 -0.837 2.135 0.089
C 0.549 -0.668 0.510 -0.088
C -0.423 0.175 -0.380 -0.162
C 0.283 0.506 -1.696 -0.299
O -0.487 1.391 -2.443 -0.050
H -1.342 -0.957 3.117 0.145
H 0.739 -1.691 0.222 0.124
H 1.457 -0.076 0.590 0.115
H -1.309 -0.420 -0.585 0.117
H -0.673 1.035 0.232 0.120
H 1.331 0.746 -1.507 0.116
H 0.365 -0.457 -2.222 0.120
H -0.068 2.182 -2.804 0.096
```

The HOMO-LUMO gap comes out at 10.944 eV. The calculation puts the energy above the lowest of the compared OMol25 structures with the same formula, charge and spin at 92.4 kJ/mol. Its SMILES is O=C(O)CCCO. For the HOMO energy, the calculation gives -0.375 Eh. Its total energy is -10420.04597 eV.


No. 4
Molecular formula: C2H6ClFSi
Method: DFT, wB97M-V/def2-TZVPD

XYZ file:
```
11
Properties=species:S:1:pos:R:3:lowdin_charge:R:1
C -1.511 0.591 -0.387 -0.173
Si 0.109 -0.414 -0.415 0.115
C 1.366 -0.061 0.930 -0.187
F 0.791 0.053 -1.823 -0.190
Cl -0.309 -2.455 -0.657 0.289
H -1.917 0.817 0.524 -0.013
H -1.245 1.543 -0.859 0.038
H -2.333 0.213 -0.952 0.021
H 1.408 -0.948 1.564 0.016
H 2.365 -0.068 0.408 0.053
H 1.277 0.729 1.668 0.030
```

The HOMO-LUMO gap comes out at 11.803 eV. The calculation puts the energy above the lowest of the compared OMol25 structures with the same formula, charge and spin at 0.0 kJ/mol. Its SMILES is C[Si](C)(F)Cl. For the HOMO energy, the calculation gives -0.405 Eh. Its total energy is -25292.57374 eV.


No. 5
Molecular formula: C3H4N4
Method: DFT, wB97M-V/def2-TZVPD

XYZ file:
```
11
Properties=species:S:1:pos:R:3:lowdin_charge:R:1
N 0.972 -1.101 -0.888 0.047
C 0.262 -0.015 -0.296 -0.372
C 0.815 0.872 0.533 -0.024
N -0.049 1.393 1.613 0.046
N -1.285 1.350 1.366 -0.126
N -1.915 0.883 0.265 0.037
C -1.128 -0.014 -0.540 -0.031
H 1.858 -1.271 -0.457 0.061
H 0.296 -2.075 -1.009 0.196
H 1.739 0.650 0.744 0.048
H -1.565 -0.672 -1.332 0.118
```

The HOMO-LUMO gap comes out at 8.764 eV. The calculation puts the energy above the lowest of the compared OMol25 structures with the same formula, charge and spin at 473.6 kJ/mol. Its SMILES is Nc1cnnnc1. For the HOMO energy, the calculation gives -0.343 Eh. Its total energy is -9131.94931 eV.


No. 6
Molecular formula: C6H8
Method: DFT, wB97M-V/def2-TZVPD

XYZ file:
```
14
Properties=species:S:1:pos:R:3:lowdin_charge:R:1
C -0.965 0.637 0.472 -0.114
C -0.391 0.232 -0.876 -0.288
C 0.995 0.767 -0.394 -0.100
C 0.528 0.099 0.921 -0.220
C 0.451 -1.366 0.517 -0.058
C -0.200 -1.274 -0.646 -0.069
H -1.840 0.110 0.879 0.109
H -1.104 1.728 0.619 0.110
H -0.860 0.563 -1.796 0.118
H 1.078 1.852 -0.309 0.104
H 1.862 0.356 -0.926 0.109
H 0.302 0.548 1.849 0.103
H 0.810 -2.257 1.029 0.099
H -0.616 -2.055 -1.267 0.098
```

The HOMO-LUMO gap comes out at 9.943 eV. The calculation puts the energy above the lowest of the compared OMol25 structures with the same formula, charge and spin at 241.8 kJ/mol. For the HOMO energy, the calculation gives -0.322 Eh. Its total energy is -6348.27800 eV.